236
Properties=species:S:1:pos:R:3:forces:R:3:mulliken_charge:R:1 method="wB97M-V/def2-TZVPD" total_charge=0 energy_ha=-6122.1859 e_above_lowest_kcal_mol=0.0 lumo_energy_ev=0.26
C 9.508103 16.094898 18.615559 -0.7513 0.4521 -0.1449 -1.85
C 10.322811 15.023516 19.330906 0.5279 1.0160 -0.1210 0.33
C 10.234679 13.662543 18.660879 -0.9434 -0.7251 -0.9112 0.09
N 10.687331 12.548651 19.547208 -0.7986 -1.3395 0.8046 1.05
C 9.668542 12.252258 20.708027 -0.0172 0.2627 -1.5906 -0.92
C 10.079304 11.106868 21.561417 -1.1148 -1.0442 0.8777 0.06
C 10.159128 9.820658 20.716138 2.6407 2.6619 0.8935 -1.45
C 11.195565 10.062033 19.605384 -0.9704 -1.2664 -1.8035 0.30
C 10.850213 11.257143 18.684287 -1.0265 0.4382 0.9514 -0.05
C 12.016697 12.947987 20.090732 1.0921 0.1697 -1.2448 0.88
H 8.441747 15.825763 18.588645 0.1828 -0.0143 -0.1641 0.45
H 9.855067 16.246473 17.581626 -0.1038 -0.0787 0.2864 0.34
H 9.530515 17.088689 19.121324 0.2854 -0.7894 -0.2079 0.40
H 9.999211 14.948929 20.373477 -0.0572 -0.0926 -0.1344 0.15
H 11.323246 15.450293 19.384451 0.2986 -0.5231 -0.0262 -0.22
H 10.759584 13.386226 17.701597 -0.0315 1.3650 0.7877 -0.39
H 9.153132 13.537468 18.430999 0.4464 -0.3971 0.2477 0.60
H 8.704198 11.961588 20.239108 0.5611 0.3506 -0.1534 0.44
H 9.513880 13.168765 21.244567 0.2144 0.4095 0.2833 0.56
H 9.266840 10.944727 22.330474 0.7061 0.4144 -0.6862 0.42
H 10.977667 11.241672 22.140166 0.4822 0.3973 0.0757 -0.16
H 9.234170 9.736762 20.275981 -2.2890 -0.8831 -0.9849 0.41
H 10.373152 9.082418 21.455267 0.2822 -1.2146 -0.1845 0.53
H 11.193362 9.162556 18.933785 0.0141 0.6745 0.3277 0.47
H 12.233605 10.150113 19.859392 0.4792 0.0568 0.7157 -0.56
H 9.884463 11.197796 18.129776 0.3372 -0.3310 0.6338 0.42
H 11.598695 11.429721 17.916182 0.5274 0.2550 0.2224 -0.36
H 11.883938 13.646404 20.919104 0.0091 -0.2359 -0.2151 -0.70
H 12.510671 13.431189 19.178486 -0.1100 -0.7169 1.3958 -0.45
H 12.591845 12.047925 20.380374 -0.4971 0.7068 0.0337 -0.33
C 19.424536 19.276766 19.778617 -1.3344 1.2167 1.1439 -0.89
C 20.391346 18.159925 19.478377 -0.9989 1.3129 0.6926 -0.36
C 19.676153 17.063773 18.799320 0.6471 -1.9725 -0.3514 0.90
N 20.662278 16.303609 17.915535 -0.6997 1.0702 -1.2947 0.68
C 20.013015 15.122688 17.228471 0.4060 0.0505 -0.6100 -0.39
C 18.986141 15.492551 16.141253 -0.1555 -0.2272 1.1035 0.90
C 19.502074 16.487895 15.103028 0.7344 -1.4825 0.6151 -1.62
C 20.122907 17.665849 15.761918 -0.6222 1.0716 2.1292 0.50
C 21.210654 17.178139 16.776152 -0.2484 0.7120 -0.1745 -1.08
C 21.759640 15.657203 18.677007 0.4025 0.0895 0.2207 -0.88
H 19.195051 19.895537 18.891371 0.0442 -0.5153 0.2756 0.22
H 19.900150 19.935392 20.512890 -0.1519 0.1357 -0.0925 0.47
H 18.440908 18.986228 20.235569 0.9333 0.0144 -0.4477 -0.09
H 20.918055 17.867090 20.379841 0.0290 -0.3083 0.0727 0.50
H 21.062552 18.699559 18.863175 1.1481 -0.1243 -0.8220 0.18
H 18.762793 17.317018 18.252573 0.3871 0.5360 -0.4324 -0.20
H 19.363315 16.318975 19.533499 0.1029 -0.1136 0.0582 -0.49
H 19.615332 14.499779 18.063612 0.2425 0.0984 -0.9430 -0.32
H 20.912723 14.680927 16.733888 -0.9907 -0.4242 0.4697 0.54
H 18.106863 15.860657 16.663679 -0.2221 0.2787 -0.3342 -0.57
H 18.718156 14.523998 15.716225 -0.1376 0.0999 -0.2207 0.10
H 18.756940 16.859768 14.467344 -1.4599 0.1847 -0.8235 0.59
H 20.191094 15.932571 14.475858 0.5049 -0.0158 -0.3174 0.41
H 19.228003 18.168766 16.296949 1.4578 -0.2865 -0.6454 -0.41
H 20.529559 18.364300 15.012968 0.1632 -0.1966 0.5245 0.58
H 21.845130 17.965076 17.240252 -0.5430 -0.5191 -0.5066 0.54
H 21.828050 16.506990 16.188009 0.5221 -0.1537 0.2187 0.61
H 22.419521 15.317405 17.875270 -0.0043 -0.6499 0.4639 0.48
H 21.219793 14.855048 19.220538 1.1554 0.1825 -0.0226 0.38
H 22.422671 16.287301 19.311869 -1.1261 0.0335 -0.2971 0.24
C 19.764287 11.036555 14.474465 -0.9209 -1.1391 0.4608 -2.03
C 18.506012 11.511248 15.275356 0.6870 0.0141 0.1114 1.43
C 17.312496 10.590099 15.449974 -0.7027 -1.1516 -1.4161 -0.26
N 17.274478 9.601110 16.551892 0.3926 -1.8035 1.6804 1.29
C 17.159240 10.244111 17.948171 -0.8623 0.3146 -1.0502 1.20
C 17.004311 9.191669 19.031082 0.8218 0.0338 1.9886 -0.25
C 15.904660 8.261714 18.773167 -4.3204 0.8850 -1.5188 0.72
C 15.754445 7.727410 17.291539 -1.0194 -1.3421 3.2920 -1.47
C 16.038325 8.754568 16.315985 -0.0482 2.2484 -2.5745 0.14
C 18.527208 8.741147 16.546384 0.2848 0.7536 -0.5995 -1.15
H 19.592105 10.231383 13.714205 -0.1050 0.7680 0.6158 0.32
H 20.486803 10.668711 15.198624 0.2429 -0.1225 -0.0762 0.38
H 20.194446 11.886334 13.983298 0.2677 0.4203 -0.3617 0.49
H 18.062044 12.346954 14.744113 0.0400 0.2985 0.0567 -0.45
H 18.914256 11.858271 16.242324 -0.5284 0.0762 -0.3319 -0.04
H 17.269298 9.851939 14.594077 -0.0797 1.3837 0.4655 0.45
H 16.340337 11.150554 15.480592 0.9614 -0.3373 -0.0547 -0.52
H 16.209914 10.858502 17.856093 1.3501 -0.4452 0.2320 -0.50
H 18.096083 10.798037 17.992232 -0.5139 0.2714 0.5339 -0.44
H 16.736592 9.630645 20.046855 0.7268 0.0813 -1.5060 -0.98
H 17.885575 8.593468 19.198429 0.9597 0.2875 -0.0952 0.86
H 14.967689 8.909703 19.001475 1.1777 -1.0557 -0.7977 -0.85
H 15.702259 7.432922 19.424293 0.8446 -0.5082 0.6551 0.66
H 14.687772 7.421670 17.282224 0.4731 0.3141 -0.5946 0.50
H 16.278893 6.769498 17.204091 0.4230 0.3417 -0.4156 0.44
H 15.261055 9.554021 16.236994 0.1292 -0.8569 0.3950 -0.05
H 16.162707 8.387459 15.281120 -0.0854 -0.1396 0.4160 0.46
H 18.833824 8.475525 15.508625 -0.5516 0.2334 0.6372 0.20
H 18.423440 7.827405 17.142376 -0.1520 0.5011 -0.0865 0.46
H 19.282162 9.422876 16.957599 0.1610 -0.5617 0.0270 0.35
C 17.742243 13.697160 21.714143 -0.8586 -1.0105 2.0758 -0.99
C 17.272884 14.703575 20.713959 -0.8564 1.9600 -0.4609 0.94
C 15.813601 15.292600 20.845997 1.8360 -0.4860 -1.2928 -0.43
N 15.461708 16.343928 19.802899 0.0557 0.7140 -0.4079 1.27
C 13.907809 16.622374 19.741757 1.2601 -0.9368 -0.4103 0.08
C 13.325281 17.234961 20.994609 -0.3852 0.6777 -0.1294 0.13
C 14.109942 18.511646 21.333038 0.4708 -0.5274 -1.3806 -0.96
C 15.585615 18.138271 21.543483 0.5709 1.6711 0.1744 -0.96
C 16.229689 17.569428 20.242402 -1.3089 0.9130 -1.1367 1.43
C 15.893004 15.970799 18.342219 -1.4032 1.0492 1.3114 1.12
H 17.814905 14.097065 22.787026 0.2771 -0.3588 -1.4799 0.42
H 18.645375 13.193466 21.366038 0.3297 0.5738 0.2854 0.05
H 17.055174 12.825756 21.804746 -0.0268 0.7458 -0.3440 -0.33
H 17.331235 14.249078 19.754662 0.1432 -0.4465 -0.9053 -0.25
H 17.938802 15.594614 20.694578 -0.0364 -0.8227 0.1943 -0.14
H 15.723837 15.664681 21.825387 -0.5672 0.7172 0.9754 0.70
H 15.117434 14.551710 20.667676 -1.3483 -1.8479 0.0308 -0.49
H 13.545823 15.639526 19.401636 -0.2898 0.3385 0.3939 -0.19
H 13.731462 17.331992 18.923207 0.5290 -0.1892 0.0154 -0.14
H 13.244880 16.575284 21.864848 0.1860 -0.0768 -0.2642 -0.48
H 12.306494 17.550581 20.721445 0.0802 -0.3417 0.1211 0.69
H 13.677081 19.002868 22.186747 0.0339 0.1450 0.4951 0.56
H 14.096223 19.251304 20.487342 -0.2914 -0.6642 0.5258 0.27
H 15.662480 17.533591 22.460184 0.3169 0.0405 -0.4877 0.50
H 16.048369 19.138517 21.752500 0.2457 -1.0135 -0.0521 0.36
H 17.243805 17.151285 20.247672 -0.1741 1.0337 0.5048 -1.07
H 16.139641 18.364635 19.402699 0.2451 -1.3691 1.2752 -0.07
H 15.695543 16.873851 17.753185 0.2417 -0.3436 0.1392 -0.63
H 15.310391 15.134584 18.006213 -0.5349 -0.4148 -0.0699 0.21
H 16.917621 15.716163 18.303186 1.0668 0.0320 0.2868 -0.78
C 10.515514 9.975696 9.732411 -0.6001 0.0704 -0.4539 -1.46
C 10.710964 9.929472 11.248392 1.0201 -1.2358 0.2133 0.08
C 11.266189 11.261799 11.627332 -0.3420 2.1966 -0.0692 -0.64
N 11.698466 11.428473 13.067979 1.1825 1.1160 0.2031 0.89
C 12.030496 12.923561 13.354654 -1.0400 -0.5395 -0.2208 -0.13
C 10.741687 13.715284 13.305007 -0.7303 -0.9231 -0.2061 -1.24
C 9.713607 13.132141 14.267267 -1.2112 0.2312 -0.2816 0.60
C 9.442564 11.635452 14.118414 -0.2108 -0.2570 1.2193 -1.18
C 10.744694 10.884219 14.106278 1.1208 -0.0872 -0.6521 -0.37
C 12.985886 10.688350 13.182252 -0.4639 -2.1119 0.6468 -1.33
H 9.671083 10.651531 9.486819 0.2945 -0.4153 0.2231 0.33
H 10.374407 9.058818 9.159500 -0.2947 -0.3236 0.6528 0.39
H 11.356334 10.408576 9.243235 0.9320 0.5295 -0.2450 0.37
H 11.472821 9.177421 11.677457 -1.2885 0.6423 -1.2328 0.25
H 9.751375 9.721434 11.689514 -0.3351 -0.0800 0.4766 0.23
H 10.600016 12.143431 11.368474 0.4961 -1.3450 0.3179 0.22
H 12.179237 11.422295 11.031095 -0.2739 0.0708 0.3446 0.39
H 12.772554 13.156358 12.601393 0.2375 0.3407 0.0533 0.60
H 12.380069 12.957435 14.396830 0.4008 -0.3251 -0.4994 -0.62
H 10.297566 13.729486 12.316183 -0.0079 0.2304 -0.3315 0.46
H 10.844204 14.728771 13.611863 0.6959 0.9102 0.0639 0.50
H 8.739797 13.723809 14.147454 1.3185 -0.8079 0.5572 0.47
H 10.121628 13.165615 15.275698 -0.1038 0.7486 0.2200 -0.60
H 8.788540 11.339498 13.309673 -0.1282 0.0925 -0.3894 0.31
H 8.952686 11.344013 15.075965 -0.0254 -0.0719 -0.7598 0.55
H 10.728847 9.840485 13.828179 -0.7929 -0.4237 0.1414 0.66
H 11.298529 10.927116 15.050496 -0.1495 0.4086 -0.0828 0.07
H 13.643669 10.897795 12.340275 -0.1732 -0.1686 0.1301 0.17
H 12.656233 9.622156 13.318254 0.6717 0.6090 -0.8610 0.58
H 13.540347 10.841077 14.091541 -0.1454 1.0031 0.3726 0.23
C 16.469030 12.042326 27.656975 -1.7510 -1.4732 1.4155 -1.53
C 16.458497 12.120258 26.137316 -1.4708 -0.1052 0.8558 0.10
C 15.574400 10.944518 25.620005 0.8503 -0.1678 -0.4320 -0.92
N 15.457168 10.743052 24.085953 -0.2626 0.6028 0.1669 0.86
C 16.712612 10.471908 23.312472 0.0993 0.5659 -0.2992 0.71
C 17.277677 9.120002 23.607099 -0.6488 -0.1548 -0.4597 -1.30
C 16.349427 8.016785 23.193984 -1.6716 0.2410 -0.6683 0.02
C 15.034797 8.192610 23.914363 0.2777 1.7221 1.5102 -1.11
C 14.502228 9.633713 23.692249 -1.5841 -0.2287 -0.7440 0.04
C 14.926435 12.028688 23.543359 0.0270 0.6030 0.2370 -1.26
H 16.821149 11.042407 27.977097 0.2689 0.5983 0.0959 0.35
H 15.444752 12.117686 28.160905 0.9251 -0.1249 -1.1165 0.30
H 16.994216 12.834982 28.155143 0.7638 0.2464 -0.0982 0.42
H 17.484084 12.195364 25.841701 0.4874 -0.3508 -0.7989 0.33
H 15.962449 13.062877 25.977439 -0.1023 0.3861 -0.8751 0.15
H 14.563496 11.113122 26.017142 0.1589 -0.0975 -0.4907 0.37
H 15.933088 10.002734 26.041983 0.0374 0.0596 -0.0966 0.79
H 17.426840 11.245921 23.531546 0.3094 0.3810 0.5161 0.30
H 16.483969 10.663309 22.235470 -0.2603 -0.5974 0.6864 -0.61
H 17.475921 9.026429 24.662988 0.6289 -0.0366 0.3808 0.41
H 18.126420 9.044931 22.981327 1.4898 -0.0768 -0.1188 0.62
H 16.694027 7.035082 23.466626 0.5926 -0.4268 -0.4195 0.53
H 16.070617 8.127995 22.123409 0.7354 -0.4257 0.2874 -0.37
H 15.230236 8.028409 24.996649 -0.4275 -0.0655 -0.3993 0.32
H 14.275825 7.515405 23.580140 -0.4522 -0.4291 -0.1290 0.57
H 13.496675 9.815856 24.206267 1.4344 -0.1220 -0.6079 0.40
H 14.363644 9.765418 22.561591 0.0871 0.0492 1.4951 -0.23
H 15.707470 12.819658 23.588860 -0.6849 -0.6030 0.3499 0.03
H 14.010914 12.266413 24.076988 0.2151 0.2020 0.1475 0.70
H 14.681757 11.889896 22.509560 -0.0538 -0.2262 -0.6614 0.05
O 14.589364 13.549338 15.606734 -0.2130 0.3932 -0.0885 0.97
C 13.570677 13.243388 16.445492 0.5405 -0.1853 -0.5017 -0.73
O 12.678363 12.423875 16.083341 -0.0165 0.2846 0.3186 -0.58
O 13.646457 13.832775 17.550816 -0.3165 0.0789 0.3250 0.15
H 14.659271 13.168021 14.650630 0.1479 -0.5392 0.7825 -0.25
O 15.190152 12.605869 19.465504 0.4896 -0.2837 1.3400 0.84
C 14.648341 11.361320 19.549748 0.6416 -1.8646 0.6541 -2.03
O 14.106747 10.926705 18.542321 -1.1535 -0.0057 -1.8923 -0.10
O 14.806836 10.633319 20.575502 0.2221 1.5338 0.9880 0.20
H 14.905887 12.904054 18.595082 -0.5184 0.6480 -0.6954 -0.38
C 16.619018 19.366008 16.866779 -0.0987 -0.7314 -0.7490 -0.42
O 15.186369 19.002788 16.878311 0.2956 0.2131 -1.0684 -0.40
O 17.386534 18.304904 16.953496 0.2986 0.6289 0.1005 -0.20
C 16.930976 20.351666 15.678030 0.6849 -0.3283 -0.3024 0.43
F 16.057759 21.349219 15.660069 -1.0198 0.2186 -0.5009 -0.30
F 18.121130 21.025777 15.872159 -0.1700 -1.1204 -0.0769 -0.32
F 16.993138 19.773910 14.435239 0.0043 0.5445 0.8727 -0.25
C 14.811187 18.211577 15.741039 1.5360 -1.0743 0.0375 0.03
C 13.561674 17.476486 16.058945 -2.0662 -0.1951 0.5032 -0.56
H 13.582425 16.553151 16.655209 0.7842 0.2292 0.0224 -0.40
H 12.930972 18.190263 16.666991 0.0739 -0.6661 -0.9836 0.23
H 13.070740 17.124581 15.122514 0.0064 0.6418 0.5383 0.44
H 15.623018 17.480756 15.469484 -0.4310 0.6493 0.4237 -0.01
H 14.661558 18.797558 14.837814 -0.0615 0.5439 0.0574 0.59
H 16.633494 20.127521 17.632198 0.1530 0.2444 1.3846 0.01
C 16.028218 12.855588 12.567914 -0.5088 0.4026 0.9842 -0.48
O 15.226794 13.451014 11.503421 0.1402 0.9318 0.4974 -0.48
O 15.336912 12.344012 13.554497 -0.7107 0.0067 0.3517 0.37
C 16.755331 11.759027 11.858927 1.5473 -1.3570 -1.6681 0.06
F 17.722060 12.349615 11.050527 -0.5435 -1.2345 0.8189 -0.34
F 17.345360 10.830203 12.695437 0.0001 1.5148 -0.9548 -0.08
F 16.001557 10.957314 11.050807 0.1027 0.8830 0.2913 -0.32
C 15.010183 14.845757 11.788942 0.4402 0.2319 0.0339 0.55
C 14.711933 15.567056 10.431100 0.2160 -1.9148 0.1285 -1.36
H 14.618123 16.654505 10.487265 -0.6072 -0.3295 0.1285 0.36
H 15.473725 15.353139 9.658011 0.2588 0.1146 0.7913 0.31
H 13.883593 14.949353 10.012093 -0.1954 1.2359 0.2308 0.28
H 15.969911 15.178805 12.262942 -0.9141 0.3489 -0.3653 0.20
H 14.176174 14.971280 12.569834 0.9790 -0.0221 -1.1434 -0.03
H 16.793127 13.635390 12.927746 -0.4841 -0.6907 -0.7347 -0.06
C 12.008643 15.296060 24.911703 -1.5198 0.6388 0.2969 0.34
F 12.881590 14.994062 25.863286 0.0992 0.5659 0.4943 -0.21
F 10.724888 15.187877 25.425639 1.6599 0.5482 -0.2507 -0.23
F 12.196246 16.550861 24.467853 -0.0329 0.0454 0.6913 -0.20
S 12.163877 14.148091 23.584909 -1.4376 0.2757 -0.8879 1.58
O 13.473942 14.390710 23.012326 -0.1611 -0.1213 -0.0810 -0.72
O 11.953595 12.961989 24.353389 0.6489 -1.9987 0.2506 -0.71
O 11.010680 14.461456 22.754569 0.6010 0.2428 -0.5220 -0.70
C 21.831223 10.620430 19.971421 0.0862 -0.8077 -0.2335 0.24
F 22.957165 11.303581 19.666307 -0.4956 -0.8175 -0.5594 -0.22
F 21.828331 9.326539 19.452838 0.3586 1.7789 -0.1018 -0.24
F 21.885335 10.426162 21.278174 -0.3743 0.2256 0.7884 -0.22
S 20.309666 11.560217 19.417399 3.1703 2.0730 -0.5864 1.43
O 19.244455 10.879110 20.017590 -2.3190 -1.1824 1.9963 -0.59
O 20.609689 12.924569 19.949469 -0.6576 -1.9250 -1.1903 -0.73
O 20.338561 11.354199 17.976312 0.3448 0.8472 0.0471 -0.77